C2H6LuO2 as an isolated structure, computed with ωB97M-V/def2-TZVPD.

Geometry as ORCA input:
```
! RIJCOSX wB97M-V def2-TZVPD def2/J DEFGRID3
* xyz 2 2
C -2.396 -1.286 0.216
C -2.018 0.128 0.024
O -0.854 0.477 -0.345
H -3.471 -1.329 0.445
H -2.184 -1.900 -0.669
H -1.861 -1.693 1.090
H -2.640 0.911 0.485
H 0.488 0.998 0.730
Lu 0.950 -0.400 -1.563
O 1.561 0.711 0.268
H 2.161 0.391 0.946
*
```

The value obtained for the HOMO energy (alpha / beta) is -16.52 / -20.66 eV. The total energy is -39866.7441 eV. For the relative energy (zero: lowest compared OMol25 entry of this formula, charge and spin), the calculation gives 0.0 kcal/mol.

Here are the Löwdin charges for atoms 1 to 4, given in e: number 1, C, carries -0.005; number 2, C, carries -0.121; number 3, O, carries -0.286; number 4, H, carries 0.118



C20H30AlF10MgN6Na3O7P as an isolated structure, computed with ωB97M-V/def2-TZVPD.

Geometry as ORCA input:
```
! RIJCOSX wB97M-V def2-TZVPD def2/J DEFGRID3
* xyz 1 1
C 0.782 2.501 -0.081
C 0.773 1.905 1.412
N 0.785 0.416 1.309
C 0.986 -0.260 2.623
C 2.541 -0.766 2.622
C 3.080 -0.761 1.124
C 3.190 -1.975 0.183
N 3.707 -1.467 -1.069
C 3.932 -0.049 -1.055
N 3.566 0.309 0.277
C -0.364 -0.125 0.557
C -1.907 0.209 0.789
O -0.080 -0.966 -0.347
H 1.320 1.719 -0.742
H 1.402 3.457 -0.174
H -0.306 2.617 -0.414
H 1.787 2.207 1.885
H -0.061 2.300 2.084
H 0.302 -1.158 2.806
H 0.883 0.471 3.497
H 2.637 -1.816 3.063
H 3.212 -0.046 3.219
H 2.917 -3.073 0.370
H 3.932 -1.950 -1.946
H 4.298 0.676 -1.850
H 3.599 1.290 0.604
H -2.492 -0.685 0.348
H -2.194 0.326 1.903
H -2.191 1.142 0.167
C 5.265 -1.275 7.592
C 5.451 -0.001 8.084
C 4.297 0.944 7.785
O 4.229 2.089 8.189
C 3.191 0.444 6.946
C 3.012 -0.825 6.444
C 4.113 -1.799 6.832
O 4.109 -2.983 6.553
O 2.077 -1.238 5.737
O 6.421 0.429 8.722
H 6.034 -2.022 7.767
H 2.448 1.203 6.726
Mg -3.191 2.731 -0.347
C -6.431 -0.417 -2.832
C -6.265 -0.341 -1.308
O -5.372 0.617 -1.053
H -5.487 -0.670 -3.323
H -7.157 -1.197 -3.091
H -6.799 0.522 -3.257
H -6.027 -1.377 -0.993
H -7.294 -0.219 -0.905
F -3.045 -3.558 -1.321
Al -2.676 -2.731 -2.847
F -1.314 -3.541 -3.644
F -2.247 -1.041 -2.515
F -4.099 -2.785 -3.909
C -1.932 5.737 3.030
C -1.097 4.713 3.736
N -0.441 3.907 4.291
H -2.899 5.308 2.760
H -2.093 6.601 3.682
H -1.424 6.064 2.121
C -5.081 -5.682 -6.798
O -5.320 -6.649 -7.509
N -5.004 -5.767 -5.449
N -4.871 -4.439 -7.298
H -4.808 -4.983 -4.849
H -5.153 -6.672 -5.036
H -4.920 -4.332 -8.297
H -4.674 -3.634 -6.729
Na -1.226 7.712 1.705
Na 4.340 -1.760 -3.834
F 4.705 3.848 -6.131
P 4.302 2.359 -6.585
F 3.165 1.536 -7.367
F 5.879 2.057 -6.664
F 4.492 1.031 -5.682
F 4.421 2.889 -8.096
F 3.149 2.774 -5.540
Na -6.790 -0.028 1.340
*
```

The value obtained for the HOMO energy is -8.55 eV. The total energy is -106245.0009 eV.

Here are the Löwdin charges for atoms 1 to 4, given in e: number 1, C, carries -0.088; number 2, C, carries -0.232; number 3, N, carries -0.175; number 4, C, carries -0.136



C26H35Cl2N4O6PSn as an isolated structure, computed with ωB97M-V/def2-TZVPD.

Geometry as ORCA input:
```
! RIJCOSX wB97M-V def2-TZVPD def2/J DEFGRID3
* xyz 0 1
Sn -3.119 2.604 -0.821
O -4.586 -0.143 1.146
C -3.999 0.831 1.582
O -3.946 1.996 1.028
C -3.137 0.702 2.818
C -2.474 1.800 3.355
C -1.603 1.641 4.425
C -1.372 0.382 4.959
C -2.050 -0.691 4.405
C -2.939 -0.562 3.360
N -1.792 -2.043 4.945
O -2.429 -2.963 4.474
O -0.949 -2.153 5.808
H -2.649 2.776 2.921
H -1.090 2.499 4.838
H -0.683 0.220 5.772
H -3.459 -1.415 2.949
C -1.712 4.868 -3.645
P -0.363 4.225 -2.649
C 0.870 3.588 -3.790
C 0.368 5.642 -1.824
O -0.824 3.184 -1.672
H -1.363 5.608 -4.361
H -2.444 5.325 -2.978
H -2.193 4.046 -4.175
H 1.133 4.325 -4.547
H 0.476 2.694 -4.274
H 1.767 3.307 -3.238
H 0.647 6.419 -2.536
H 1.252 5.326 -1.272
H -0.363 6.035 -1.117
C 0.784 -4.716 -0.824
C -0.161 -3.816 -0.014
C -1.139 -3.121 -0.970
C -1.006 -4.726 0.889
C 0.676 -2.815 0.851
O 1.279 -3.532 1.935
C 1.836 -2.099 0.126
C 1.612 -1.392 -1.218
C 2.835 -0.610 -1.623
C 3.995 -1.269 -2.023
C 5.137 -0.570 -2.374
C 5.119 0.814 -2.322
Cl 6.547 1.707 -2.758
C 3.982 1.497 -1.931
C 2.847 0.778 -1.586
C -0.208 -1.822 1.644
N -0.480 -0.544 1.008
C -1.572 -0.108 0.392
N -1.419 1.167 0.065
C -0.186 1.471 0.535
N 0.413 0.469 1.122
H 0.200 -5.457 -1.370
H 1.472 -5.273 -0.184
H 1.376 -4.164 -1.551
H -1.561 -3.866 -1.645
H -0.694 -2.341 -1.581
H -1.979 -2.693 -0.424
H -1.500 -5.476 0.271
H -1.792 -4.181 1.412
H -0.406 -5.240 1.636
H 1.837 -4.228 1.571
H 2.623 -2.846 -0.013
H 2.242 -1.370 0.830
H 0.764 -0.710 -1.170
H 1.388 -2.117 -2.003
H 4.006 -2.351 -2.069
H 6.033 -1.086 -2.686
H 3.992 2.577 -1.893
H 1.955 1.307 -1.276
H 0.316 -1.577 2.568
H -1.161 -2.276 1.912
H -2.446 -0.710 0.217
H 0.251 2.447 0.440
Cl -2.780 4.794 0.198
*
```

The value obtained for the HOMO energy is -8.66 eV. The total energy is -85942.9179 eV. For the relative energy (zero: lowest compared OMol25 entry of this formula, charge and spin), the calculation gives 0.0 kcal/mol.

Here are the Löwdin charges for atoms 1 to 4, given in e: number 1, Sn, carries 0.944; number 2, O, carries 0.053; number 3, C, carries -0.642; number 4, O, carries -0.320



A 2-piece molecular cluster, C4H5NO3P overall, computed with ωB97M-V/def2-TZVPD.

Geometry as ORCA input:
```
! RIJCOSX wB97M-V def2-TZVPD def2/J DEFGRID3
* xyz -1 1
C -1.691 -0.132 0.903
C -3.016 -0.328 0.480
C -0.943 -1.038 0.168
C 1.865 1.173 -0.774
N -3.097 -1.262 -0.438
O 2.959 -0.185 1.429
O 3.191 -1.307 -0.863
O -1.786 -1.695 -0.624
P 2.511 -0.364 0.039
H -1.341 0.564 1.643
H -3.907 0.182 0.806
H 1.398 0.906 -1.715
H 1.150 1.639 -0.107
H 2.707 1.848 -0.947
*
```

The value obtained for the HOMO energy (alpha / beta) is -3.98 / -3.98 eV. The total energy is -21149.9199 eV. For the relative energy (zero: lowest compared OMol25 entry of this formula, charge and spin), the calculation gives 12.5 kcal/mol.

Here are the Löwdin charges for atoms 1 to 4, given in e: number 1, C, carries -0.206; number 2, C, carries -0.265; number 3, C, carries -0.209; number 4, C, carries -0.182



- Which value of total energy does entry 1 give?
  -39866.7441 eV